No. 1
Computed, not measured: a structure of composition C33H70F6Mn2N10O19S2 in a non-equilibrium geometry, with ωB97M-V/def2-TZVPD.

The value obtained for the gap between HOMO and LUMO (alpha / beta) is 6.811 / 7.865 eV. The HOMO energy (alpha / beta) is -7.19 / -8.24 eV. As for the total energy: -6974.23274 Ha. Its multiplicity is 11. As for the expectation value of S²: 30.005.

Positions of all 142 atoms, in Å:
Mn: 25.321 30.096 0.287
Mn: 22.475 31.724 2.819
C: 26.263 31.246 -3.939
F: 25.382 30.350 -4.366
F: 27.120 31.672 -4.944
F: 25.596 32.293 -3.429
S: 27.193 30.442 -2.569
O: 26.260 30.550 -1.460
O: 27.461 29.057 -2.969
O: 28.419 31.236 -2.408
C: 23.128 33.631 -1.060
F: 23.568 33.703 -2.327
F: 24.208 33.912 -0.303
F: 22.162 34.548 -0.845
S: 22.467 31.893 -0.532
O: 23.624 30.937 -0.525
O: 21.932 32.085 0.865
O: 21.407 31.479 -1.473
C: 23.821 29.617 2.399
O: 24.165 28.833 1.541
O: 22.786 29.630 3.031
O: 24.244 30.759 2.208
C: 23.350 34.971 2.911
O: 22.983 33.824 2.640
N: 22.667 36.146 2.756
C: 23.071 37.484 3.340
C: 21.295 36.178 2.194
H: 24.311 35.114 3.429
H: 23.265 38.159 2.506
H: 23.979 37.319 3.920
H: 22.398 37.991 4.031
H: 20.846 35.221 1.928
H: 20.699 36.466 3.060
H: 21.123 36.869 1.369
C: 23.212 27.957 5.900
O: 22.359 27.892 6.816
N: 24.483 27.544 5.996
C: 24.887 26.761 7.209
C: 25.299 27.379 4.801
H: 22.920 28.258 4.882
H: 24.437 27.187 8.105
H: 25.976 26.808 7.228
H: 24.575 25.721 7.107
H: 25.043 28.166 4.091
H: 26.352 27.511 5.048
H: 25.006 26.447 4.316
C: 26.842 33.115 0.915
O: 26.516 31.866 0.799
N: 26.823 33.723 2.101
C: 27.227 35.108 2.354
C: 26.680 32.964 3.281
H: 27.002 33.861 0.121
H: 28.048 35.246 3.058
H: 26.380 35.532 2.892
H: 27.396 35.607 1.400
H: 26.158 32.008 3.240
H: 27.621 32.802 3.807
H: 26.153 33.463 4.093
C: 23.302 32.128 5.991
O: 23.218 32.087 4.796
N: 24.408 31.633 6.571
C: 25.450 30.906 5.835
C: 24.743 31.725 7.954
H: 22.659 32.607 6.746
H: 25.525 29.992 6.423
H: 26.399 31.439 5.895
H: 25.134 30.686 4.816
H: 24.205 32.584 8.355
H: 24.520 30.825 8.529
H: 25.745 32.093 8.174
C: 22.209 25.740 2.902
O: 21.100 25.395 3.405
N: 23.208 24.894 2.717
C: 24.507 25.294 2.080
C: 23.037 23.521 3.056
H: 22.373 26.717 2.422
H: 25.246 24.959 2.809
H: 24.656 26.359 1.904
H: 24.727 24.931 1.076
H: 23.196 22.842 2.218
H: 23.794 23.217 3.779
H: 22.013 23.347 3.387
C: 23.565 28.165 -1.959
O: 24.533 28.389 -1.214
N: 23.309 26.960 -2.451
C: 22.243 26.722 -3.414
C: 24.127 25.842 -2.157
H: 22.841 28.939 -2.257
H: 21.332 26.387 -2.917
H: 22.525 25.946 -4.125
H: 21.994 27.587 -4.029
H: 25.196 26.054 -2.140
H: 23.993 25.542 -1.117
H: 23.912 24.970 -2.774
C: 27.837 28.314 1.452
O: 27.034 28.874 0.687
N: 28.910 28.930 1.993
C: 29.469 28.387 3.228
C: 29.050 30.393 1.826
H: 27.754 27.294 1.858
H: 29.020 28.685 4.176
H: 30.480 28.792 3.238
H: 29.466 27.301 3.320
H: 28.436 30.803 1.024
H: 28.825 30.934 2.745
H: 30.063 30.720 1.590
C: 19.683 28.594 -1.928
O: 19.424 27.861 -2.905
N: 19.990 28.083 -0.697
C: 20.502 28.868 0.427
C: 20.316 26.593 -0.511
H: 19.806 29.682 -1.817
H: 20.056 29.862 0.452
H: 21.589 28.909 0.501
H: 20.198 28.388 1.358
H: 21.359 26.399 -0.758
H: 20.103 26.213 0.489
H: 19.727 25.885 -1.094
C: 19.404 32.591 2.880
O: 20.460 32.078 3.187
N: 18.252 31.893 2.981
C: 16.927 32.500 2.552
C: 18.085 30.528 3.504
H: 19.251 33.547 2.356
H: 16.533 31.989 1.673
H: 17.126 33.547 2.323
H: 16.265 32.444 3.416
H: 17.284 30.486 4.243
H: 17.645 29.888 2.740
H: 18.882 30.090 4.105
C: 21.818 24.697 6.374
O: 22.744 24.215 7.025
N: 20.563 24.414 6.730
C: 19.471 25.307 6.216
C: 20.254 23.484 7.797
H: 21.929 25.483 5.611
H: 18.755 24.741 5.619
H: 19.894 26.044 5.533
H: 18.886 25.861 6.949
H: 21.084 22.869 8.146
H: 19.779 23.921 8.676
H: 19.489 22.760 7.513

Cartesian forces (eV/Å) of the 6 atoms listed first:
-0.02 -0.62 0.11
0.66 -0.43 0.31
1.13 0.00 0.45
-0.10 0.43 -0.88
-1.73 -0.64 1.16
0.23 0.06 -0.81

No. 2
Computed, not measured: a cluster of 4 separate species, C33H70N8O15P in total in a non-equilibrium geometry, with ωB97M-V/def2-TZVPD.

As for the charge: +1. The value obtained for the gap between HOMO and LUMO is 8.602 eV. The energy above the lowest of the compared OMol25 structures with the same formula, charge and spin is 0.581 eV. The HOMO energy is -11.32 eV. As for the total energy: -3207.14606 Ha.

Positions of all 127 atoms, in Å:
C: 5.020 -1.907 -0.465
C: 3.503 -1.698 -0.614
C: 3.216 -0.266 -1.087
C: 1.828 0.333 -0.804
C: 1.843 1.775 -1.379
C: 1.362 0.280 0.694
C: 2.454 0.433 1.734
C: 3.400 1.596 1.532
O: 3.060 2.765 1.496
O: 4.692 1.213 1.480
N: 0.297 1.332 0.815
C: 0.128 2.093 2.042
N: -0.286 1.297 3.200
C: -0.840 0.789 0.255
N: -1.660 1.533 -0.437
C: -1.423 2.973 -0.531
O: -1.920 3.389 -1.774
C: -2.173 4.769 -1.812
C: -0.946 5.626 -1.958
O: -3.309 5.188 -1.767
C: -2.808 1.007 -1.201
C: -4.224 1.396 -0.712
N: -4.175 2.288 0.432
N: -5.069 0.219 -0.441
N: -4.870 2.123 -1.805
N: -0.885 -0.551 0.464
C: -2.094 -1.253 0.886
C: -2.899 -0.606 2.028
C: -2.722 -1.238 3.403
C: -3.566 -0.468 4.440
O: -2.800 -0.190 5.593
C: -2.930 1.122 6.073
C: 0.460 -1.014 0.884
O: 0.769 -2.082 0.019
P: 0.725 -1.936 2.525
N: 2.075 -2.725 2.434
H: 5.315 -1.636 0.544
H: 5.306 -2.926 -0.694
H: 5.548 -1.242 -1.145
H: 3.014 -1.973 0.310
H: 3.168 -2.398 -1.376
H: 3.325 -0.281 -2.168
H: 4.027 0.367 -0.742
H: 1.129 -0.205 -1.436
H: 0.923 1.976 -1.922
H: 2.649 1.842 -2.103
H: 2.023 2.528 -0.623
H: 2.062 0.522 2.742
H: 3.040 -0.481 1.725
H: 5.177 1.897 1.001
H: -0.643 2.836 1.858
H: 1.026 2.650 2.271
H: 0.398 1.319 3.941
H: -1.152 1.638 3.587
H: -0.372 3.215 -0.418
H: -1.976 3.471 0.267
H: -0.353 5.579 -1.049
H: -1.247 6.637 -2.187
H: -0.344 5.222 -2.767
H: -2.720 1.441 -2.187
H: -2.670 -0.057 -1.345
H: -5.083 2.394 0.858
H: -3.488 2.027 1.122
H: -5.423 0.212 0.499
H: -4.647 -0.660 -0.691
H: -4.959 3.102 -1.580
H: -5.768 1.713 -2.000
H: -2.779 -1.411 0.060
H: -1.827 -2.258 1.193
H: -2.712 0.461 2.118
H: -3.952 -0.707 1.773
H: -3.106 -2.254 3.382
H: -1.703 -1.180 3.763
H: -4.482 -1.007 4.678
H: -3.875 0.487 4.002
H: -2.167 1.262 6.831
H: -3.904 1.314 6.522
H: -2.768 1.876 5.295
H: 0.246 -1.954 -0.776
H: -0.367 -2.793 2.739
H: 0.773 -1.028 3.586
H: 1.939 -3.723 2.501
C: 5.927 -2.497 5.004
C: 5.724 -3.233 3.696
O: 6.885 -3.170 2.853
C: 7.908 -3.940 3.220
O: 7.935 -4.681 4.164
O: 8.897 -3.751 2.349
C: 10.096 -4.468 2.661
H: 6.223 -1.463 4.816
H: 5.004 -2.501 5.584
H: 6.709 -2.961 5.602
H: 4.929 -2.759 3.122
H: 5.441 -4.273 3.859
H: 9.896 -5.531 2.770
H: 10.543 -4.075 3.572
H: 10.773 -4.309 1.827
C: -11.763 3.608 -2.654
C: -11.832 2.733 -1.421
O: -11.389 1.390 -1.683
C: -10.081 1.227 -1.808
O: -9.236 2.077 -1.688
O: -9.845 -0.059 -2.071
C: -8.469 -0.351 -2.301
H: -12.328 3.158 -3.472
H: -12.177 4.593 -2.440
H: -10.736 3.735 -2.992
H: -12.865 2.630 -1.096
H: -11.262 3.154 -0.594
H: -7.855 -0.012 -1.469
H: -8.136 0.115 -3.228
H: -8.384 -1.430 -2.395
C: 7.493 -2.743 -7.230
C: 6.990 -3.170 -5.868
O: 6.251 -2.126 -5.209
C: 5.028 -1.908 -5.672
O: 4.474 -2.508 -6.552
O: 4.497 -0.897 -4.974
C: 3.203 -0.505 -5.429
H: 8.088 -1.832 -7.147
H: 8.110 -3.528 -7.665
H: 6.669 -2.539 -7.910
H: 7.830 -3.379 -5.209
H: 6.380 -4.071 -5.927
H: 2.520 -1.352 -5.447
H: 3.273 -0.058 -6.419
H: 2.828 0.238 -4.728

Cartesian forces (eV/Å) of the 6 atoms listed first:
-0.49 0.48 0.02
0.80 -0.12 -0.42
-0.27 -0.93 0.23
1.06 0.76 -0.08
0.05 -0.45 0.04
-1.53 0.15 -0.65